(1)
79
Properties=species:S:1:pos:R:3:forces:R:3 method="wB97M-V/def2-TZVPD" homo_ev=-0.878 spin_multiplicity=1 charge=-2 gap_ev=4.77 energy_ha=-6454.35327 de_lowest_ev=1.456
Cl -9.6385 -4.1243 -2.8721 -0.91 -0.17 0.05
C -7.9742 -3.7499 -3.0091 1.74 0.37 -0.07
C -7.0310 -4.7882 -3.0301 -0.05 0.64 0.11
C -5.6699 -4.4803 -3.1328 -0.64 0.11 -0.12
C -5.2694 -3.1480 -3.2894 0.11 0.32 -0.08
S -3.5261 -2.7606 -3.6087 2.27 1.56 2.13
C -2.8330 -1.8399 -2.3058 -2.24 -0.76 -2.17
Cl -1.9300 -2.7940 -1.2524 0.97 -1.47 1.38
O -3.0273 -4.1205 -3.6741 0.29 -0.37 -0.45
O -3.3906 -1.8697 -4.7463 -1.32 -0.36 -0.80
C -6.1929 -2.1105 -3.2136 -0.77 -0.43 -0.03
C -7.5580 -2.4089 -3.0713 0.36 -0.29 -0.08
H -7.3499 -5.8264 -2.9687 -0.03 0.22 0.06
H -4.9574 -5.3002 -3.1024 0.08 0.43 -0.20
H -2.4804 -0.8485 -2.5707 -0.06 -0.41 -0.14
H -5.8455 -1.0776 -3.2691 -0.07 -0.36 -0.05
H -8.2927 -1.6085 -3.0274 0.07 -0.17 0.01
O 0.8181 0.8812 -4.0650 0.48 -0.36 1.75
C 0.9942 0.8266 -2.9222 -0.68 0.86 -2.43
Co 1.0433 0.9173 -1.1735 -0.23 -5.30 0.19
C -0.4460 0.1186 -0.6282 -3.56 -1.79 -0.12
O -1.5460 -0.2456 -0.4691 4.06 0.79 0.07
C 2.3373 -0.2595 -1.2083 2.52 -1.57 0.10
O 3.1378 -1.0794 -1.3949 -1.21 1.02 0.18
C 1.2086 2.5664 -0.4622 0.85 3.08 -0.41
C 0.0327 2.3486 -1.1950 -1.24 3.30 0.72
C -1.0410 2.9319 -1.7826 0.67 0.70 0.55
C -2.4043 2.4879 -1.8357 -0.67 -0.08 -1.27
C -3.1800 2.9558 -2.9160 -0.10 -0.51 -0.06
C -4.4095 2.3832 -3.2074 -0.38 -0.08 0.26
C -4.9309 1.3665 -2.3834 0.25 0.27 -0.01
C -4.2379 1.0229 -1.2144 -0.34 0.48 -0.18
C -3.0405 1.6545 -0.9019 -0.19 0.69 -0.02
Co 0.9373 1.7113 1.2237 -0.51 0.22 -1.09
C -0.4192 0.8425 1.8697 -1.59 -0.22 1.26
O -1.2890 0.2987 2.4168 0.72 0.33 -0.35
C 1.1206 3.2164 2.0197 0.08 0.13 0.19
O 1.3415 4.2174 2.5613 -0.14 -0.16 -0.15
P 2.6154 0.7167 1.8945 0.18 0.31 0.41
C 2.5973 -1.1134 1.9170 0.45 -0.28 0.33
C 3.6258 -1.8287 2.5497 -0.37 -0.57 -0.26
C 3.6081 -3.2278 2.5383 0.06 0.24 0.07
C 2.5581 -3.9158 1.9297 -0.26 0.16 -0.21
C 1.5067 -3.2078 1.3410 0.31 0.14 0.20
C 1.5311 -1.8101 1.3466 -0.22 -0.17 -0.07
C 4.1580 1.2215 1.0491 0.52 -0.38 0.08
C 5.0602 0.2889 0.5247 0.30 0.54 -0.06
C 6.1856 0.7205 -0.1812 -0.07 0.15 -0.03
C 6.4247 2.0834 -0.3590 -0.01 0.00 0.11
C 5.5472 3.0239 0.1885 -0.24 -0.25 0.19
C 4.4123 2.5937 0.8863 0.20 0.05 -0.29
C 2.9893 1.0901 3.6559 0.43 -0.37 0.22
C 4.2075 1.6404 4.0786 -0.30 0.10 0.47
C 4.4057 1.9489 5.4304 -0.31 -0.10 0.01
C 3.3974 1.6900 6.3642 0.05 -0.06 -0.07
C 2.1875 1.1170 5.9530 0.12 -0.07 -0.39
C 1.9868 0.8079 4.6019 0.17 0.29 0.33
H 1.9696 3.3358 -0.5833 -0.05 -0.09 -0.37
H -0.8058 3.8561 -2.3340 -0.33 0.32 0.89
H -2.7454 3.7442 -3.5312 -0.18 -0.25 -0.11
H -4.9751 2.7305 -4.0758 0.13 -0.14 0.22
H -5.8900 0.8930 -2.6208 0.41 0.23 0.07
H -4.6372 0.2755 -0.5317 0.02 0.17 -0.13
H -2.5950 1.5686 0.0807 -0.02 -0.28 -0.21
H 4.4340 -1.2968 3.0456 -0.07 -0.06 -0.07
H 4.4198 -3.7840 3.0072 -0.16 0.12 -0.07
H 2.5453 -5.0066 1.9019 0.07 0.27 0.08
H 0.6741 -3.7294 0.8705 0.18 0.14 0.10
H 0.7000 -1.2614 0.8912 0.49 -0.26 0.23
H 4.8910 -0.7729 0.6582 -0.03 0.12 -0.08
H 6.8721 -0.0147 -0.6037 -0.17 0.18 0.09
H 7.2996 2.4200 -0.9182 -0.22 -0.11 0.13
H 5.7365 4.0944 0.0697 -0.07 -0.36 0.00
H 3.7129 3.3378 1.2839 0.20 -0.37 -0.12
H 4.9997 1.8589 3.3631 -0.23 -0.11 0.13
H 5.3479 2.3988 5.7509 -0.25 -0.14 -0.07
H 3.5538 1.9201 7.4213 -0.03 -0.01 -0.33
H 1.3926 0.9138 6.6787 0.33 0.07 -0.26
H 1.0345 0.3717 4.2793 0.38 0.18 0.05

(2)
83
Properties=species:S:1:pos:R:3:forces:R:3 method="wB97M-V/def2-TZVPD" homo_ev=-2.612 spin_multiplicity=1 charge=-2 gap_ev=6.33 energy_ha=-3845.76103 de_lowest_ev=0.639
Rb -0.5590 -0.3692 -0.0085 0.86 0.03 0.37
C -2.3379 3.4268 2.1222 0.00 0.05 -0.05
C -2.9621 2.9683 3.2777 0.07 -0.03 0.00
C -2.4867 1.8274 3.8743 0.05 -0.02 -0.08
C -1.3686 1.1493 3.3318 -0.08 0.28 -0.13
N -0.7677 1.6064 2.2193 0.06 -0.26 0.20
C -1.2745 2.6935 1.6368 -0.03 0.16 0.00
N -0.9442 0.0806 4.0778 -0.02 -0.24 0.27
C -0.2649 -0.9678 3.7268 0.01 0.25 -0.02
N 0.2465 -1.3764 2.5393 0.02 0.09 -0.06
C 0.8436 -2.5885 2.7303 0.27 -0.14 -0.13
N 1.4979 -3.3958 1.9610 -0.16 -0.13 0.41
C 1.9528 -3.2319 0.6721 0.19 0.08 -0.40
C 2.3988 -4.4095 0.0373 -0.05 0.09 0.02
C 2.9874 -4.3390 -1.2062 -0.02 0.09 0.04
C 3.1280 -3.0965 -1.8102 0.05 -0.06 -0.05
C 2.6461 -1.9939 -1.1320 0.09 0.05 -0.01
N 2.0750 -2.0389 0.0709 -0.20 -0.03 0.24
C 0.6693 -3.0205 4.1498 -0.21 0.15 0.15
C 1.0093 -4.1847 4.8068 0.06 0.00 -0.01
C 0.6506 -4.2964 6.1471 0.02 -0.04 -0.05
C -0.0228 -3.2618 6.7911 -0.02 0.02 0.08
C -0.3601 -2.0917 6.1159 0.00 0.11 0.03
C -0.0028 -1.9908 4.7859 0.11 -0.38 -0.10
H -2.6757 4.3169 1.6089 0.00 -0.04 -0.06
H -3.8039 3.5039 3.7018 -0.03 -0.03 -0.01
H -2.9382 1.4173 4.7663 0.03 0.00 0.03
H -0.7949 3.0018 0.7125 0.01 -0.04 -0.01
H 2.2779 -5.3488 0.5586 0.00 0.00 0.04
H 3.3417 -5.2340 -1.7036 -0.03 -0.01 -0.01
H 3.5691 -2.9950 -2.7921 -0.01 0.05 0.02
H 2.7264 -1.0080 -1.5809 -0.03 -0.03 0.00
H 1.5299 -4.9731 4.2780 -0.01 -0.01 0.01
H 0.8836 -5.2028 6.6944 0.02 0.01 0.01
H -0.2960 -3.3768 7.8342 0.00 0.01 -0.01
H -0.8902 -1.2870 6.6102 -0.02 0.01 -0.04
O 2.4091 2.1878 1.6131 0.05 0.02 -0.11
C 2.2328 3.2403 0.6919 -0.03 -0.10 0.02
C 2.4139 2.8268 -0.7536 0.21 0.07 -0.02
C 3.3840 3.4273 -1.5493 -0.04 -0.03 -0.01
C 3.5329 3.0082 -2.8631 -0.04 -0.01 0.03
C 2.7170 1.9957 -3.3383 0.08 0.04 -0.06
C 1.7682 1.4604 -2.4782 -0.03 -0.09 0.04
N 1.6158 1.8682 -1.2199 -0.21 -0.10 0.18
H 1.6251 1.6199 1.6035 -0.09 0.00 0.07
H 2.9834 3.9945 0.9368 -0.02 0.02 0.00
H 1.2443 3.6965 0.8088 0.01 0.05 0.00
H 4.0189 4.2017 -1.1370 0.00 -0.01 0.02
H 4.2840 3.4589 -3.5007 0.02 -0.03 -0.01
H 2.8229 1.6104 -4.3433 -0.05 -0.04 0.03
H 1.1147 0.6579 -2.8117 0.02 0.01 -0.06
Cl -7.7676 1.3079 -3.3199 -0.07 0.02 -0.05
C -6.3273 1.0935 -2.3371 -0.03 -0.03 -0.08
C -6.2993 1.6352 -1.0401 0.13 -0.05 -0.02
C -5.1926 1.4736 -0.2576 -0.04 0.05 0.07
C -4.0177 0.7531 -0.6996 -0.03 -0.03 -0.07
O -3.0218 0.6158 0.0460 -0.36 0.18 0.06
C -4.1004 0.2179 -2.0452 0.02 0.11 0.30
C -3.0123 -0.5390 -2.6172 0.02 -0.09 -0.20
O -1.9397 -0.7976 -2.0986 -0.55 -0.15 -0.75
C -5.2522 0.4042 -2.8247 0.03 0.01 0.02
H -7.1624 2.1791 -0.6750 0.00 0.00 0.01
H -5.1547 1.8874 0.7439 0.00 -0.02 -0.01
H -3.2153 -0.9146 -3.6462 0.03 0.02 0.03
H -5.2757 -0.0063 -3.8290 -0.02 -0.02 0.01
S 4.9514 -3.9387 -7.3630 0.28 -0.08 -0.11
C 3.8499 -3.1559 -6.3853 -0.16 0.31 0.01
S 2.5968 -3.9992 -5.5390 -0.23 0.78 0.10
C 1.8485 -2.4089 -4.9892 0.94 -0.96 -0.54
N 2.5876 -1.4323 -5.4189 -0.05 0.70 0.18
N 3.6921 -1.8233 -6.1605 -0.10 -0.71 0.13
C 4.4939 -0.7460 -6.6110 0.08 0.29 -0.12
C 3.8824 0.5060 -6.7366 -0.05 -0.11 -0.08
C 4.6161 1.6094 -7.1345 0.05 0.01 -0.02
C 5.9711 1.4923 -7.4104 0.03 0.04 0.01
C 6.5803 0.2550 -7.2764 0.00 0.07 -0.03
C 5.8579 -0.8595 -6.8777 -0.12 -0.11 0.09
S 0.4839 -2.3703 -4.0551 -0.60 0.11 0.26
H 2.8294 0.5852 -6.5142 0.00 0.01 -0.01
H 4.1264 2.5710 -7.2312 -0.04 -0.02 0.02
H 6.5459 2.3590 -7.7147 0.00 -0.02 -0.01
H 7.6392 0.1524 -7.4813 -0.01 -0.04 0.03
H 6.3518 -1.8083 -6.7672 -0.02 -0.12 -0.01